C47H35NO8 | wB97M-V/def2-TZVPD

Element x y z (Å)
C (-1.158, -3.156, 1.537)
C (-2.329, -3.433, 0.588)
C (-2.470, -4.893, 0.172)
N (-1.498, -5.264, -0.872)
C (-0.477, -6.194, -0.433)
O (0.732, -6.000, -1.168)
C (0.998, -4.706, -1.461)
O (1.701, -4.040, -0.780)
H (-1.240, -3.792, 2.428)
H (-0.196, -3.342, 1.049)
H (-1.194, -2.120, 1.886)
H (-2.237, -2.810, -0.308)
H (-3.261, -3.140, 1.092)
H (-3.486, -5.061, -0.201)
H (-2.349, -5.533, 1.057)
H (-1.991, -5.701, -1.643)
H (-0.264, -6.033, 0.628)
H (-0.762, -7.240, -0.592)
H (0.554, -4.306, -2.381)
C (-0.977, 2.333, 7.094)
C (-0.571, 3.663, 7.079)
C (-0.649, 4.401, 5.910)
C (-1.128, 3.810, 4.748)
C (-1.525, 2.472, 4.761)
C (-1.452, 1.738, 5.938)
C (-2.016, 1.805, 3.522)
O (-2.377, 0.647, 3.527)
C (-2.053, 2.608, 2.267)
C (-2.464, 1.996, 1.089)
C (-2.514, 2.724, -0.087)
C (-2.161, 4.069, -0.091)
C (-1.750, 4.684, 1.080)
C (-1.688, 3.955, 2.261)
C (-1.217, 4.629, 3.504)
O (-0.917, 5.804, 3.506)
H (-0.919, 1.760, 8.010)
H (-0.193, 4.124, 7.982)
H (-0.342, 5.437, 5.885)
H (-1.768, 0.704, 5.934)
H (-2.739, 0.950, 1.106)
H (-2.829, 2.244, -1.005)
H (-2.206, 4.638, -1.011)
H (-1.470, 5.728, 1.091)
C (4.054, 4.316, 1.700)
C (4.791, 3.981, 0.569)
C (4.888, 2.659, 0.169)
C (4.252, 1.665, 0.902)
C (3.518, 2.000, 2.042)
C (3.420, 3.329, 2.435)
C (2.839, 0.952, 2.859)
O (2.189, 1.249, 3.840)
C (2.993, -0.466, 2.433)
C (2.396, -1.467, 3.189)
C (2.514, -2.791, 2.799)
C (3.237, -3.124, 1.659)
C (3.838, -2.130, 0.906)
C (3.715, -0.801, 1.284)
C (4.360, 0.249, 0.447)
O (4.952, -0.034, -0.575)
H (3.977, 5.351, 2.009)
H (5.291, 4.754, 0.000)
H (5.455, 2.384, -0.709)
H (2.846, 3.575, 3.317)
H (1.835, -1.195, 4.073)
H (2.037, -3.568, 3.383)
H (3.310, -4.154, 1.344)
H (4.391, -2.376, 0.010)
C (-3.379, 0.827, -8.051)
C (-4.293, 0.158, -7.245)
C (-3.889, -0.382, -6.036)
C (-2.565, -0.261, -5.630)
C (-1.645, 0.402, -6.444)
C (-2.059, 0.949, -7.653)
C (-0.212, 0.526, -6.047)
O (0.582, 1.112, -6.752)
C (0.208, -0.097, -4.760)
C (1.544, -0.034, -4.384)
C (1.955, -0.598, -3.188)
C (1.029, -1.221, -2.357)
C (-0.304, -1.287, -2.727)
C (-0.720, -0.733, -3.932)
C (-2.155, -0.838, -4.318)
O (-2.964, -1.379, -3.592)
H (-3.698, 1.253, -8.993)
H (-5.323, 0.059, -7.561)
H (-4.590, -0.900, -5.396)
H (-1.336, 1.465, -8.271)
H (2.252, 0.458, -5.037)
H (2.997, -0.555, -2.897)
H (1.348, -1.664, -1.422)
H (-1.031, -1.773, -2.090)

**Kohn-Sham gap**: 8.68 eV
**2S+1**: 1
**Total energy**: -2468.7607 Ha
**LUMO**: -0.9324 eV
**Highest occupied orbital energy**: -0.353 Ha
**Structure (SMILES)**: O=C1c2ccccc2C(=O)c2ccccc21.O=C1c2ccccc2C(=O)c2ccccc21.O=C1c2ccccc2C(=O)c2ccccc21.CCCNCOC=O

C5H6O4 | wB97M-V/def2-TZVPD

Element x y z (Å)
C (-1.825, -1.728, -0.078)
C (2.268, 0.713, 0.167)
C (-1.681, -0.727, -1.078)
C (0.756, 0.820, 0.286)
C (0.202, 1.951, 0.739)
O (0.097, -0.291, -0.089)
O (2.660, -0.440, -0.409)
O (3.048, 1.556, 0.524)
O (-1.999, 0.010, -1.893)
H (1.838, -0.938, -0.588)
H (-2.744, -1.563, 0.485)
H (-1.724, -2.726, -0.506)
H (-0.865, -1.440, 0.531)
H (0.839, 2.744, 1.100)
H (-0.871, 2.058, 0.809)

**Energy above the lowest of the compared OMol25 structures with the same formula, charge and spin**: 65.88 kcal/mol
**Kohn-Sham gap**: 8.06 eV
**2S+1**: 1
**Total energy**: -494.9997 Ha
**LUMO**: -0.5542 eV
**Highest occupied orbital energy**: -0.317 Ha

C3H6N3S | wB97M-V/def2-TZVPD

Element x y z (Å)
C (-1.088, 0.560, -0.250)
C (1.242, 0.052, -0.074)
C (-0.490, -1.469, 0.958)
N (-0.563, 1.523, -0.941)
N (-0.106, -0.300, 0.188)
N (1.480, 1.012, -0.826)
S (2.373, 1.978, -1.566)
H (-2.067, 0.176, -0.003)
H (2.012, -0.670, 0.271)
H (-1.163, -2.014, 0.283)
H (0.392, -1.932, 1.463)
H (-1.055, -1.258, 1.867)
H (-0.965, 2.341, -1.369)

**Energy above the lowest of the compared OMol25 structures with the same formula, charge and spin**: 75.37 kcal/mol
**Kohn-Sham gap**: 6.89 eV
**Charge**: +1
**2S+1**: 1
**Total energy**: -679.9908 Ha
**LUMO**: -6.3453 eV
**Highest occupied orbital energy**: -0.486 Ha
**Structure (SMILES)**: [H]/N=C/N(C)C=[N+]=S

C13H22BNNdO2 | wB97M-V/def2-TZVPD

Element x y z (Å)
C (0.272, -2.237, 0.872)
C (-1.121, -2.002, 1.064)
C (-1.266, -0.975, 2.046)
C (0.044, -0.585, 2.462)
C (0.988, -1.363, 1.735)
Nd (-0.163, 0.300, -0.065)
N (1.650, 0.210, -1.070)
C (-0.742, 0.049, -2.567)
C (-1.813, -0.363, -1.834)
H (-2.203, -0.515, 2.344)
H (-1.922, -2.497, 0.528)
H (0.285, 0.233, 3.138)
H (2.071, -1.305, 1.814)
H (0.705, -2.977, 0.207)
H (-2.062, -1.419, -1.680)
H (-0.060, -0.643, -3.068)
H (2.435, 0.092, -1.716)
H (-2.488, 0.343, -1.307)
H (-0.464, 1.111, -2.659)
C (0.188, 5.304, 0.434)
C (1.524, 4.567, 0.230)
C (2.426, 5.381, -0.649)
O (1.239, 3.318, -0.434)
B (1.185, 2.494, 0.624)
O (1.454, 2.880, 1.882)
C (2.183, 4.097, 1.596)
C (3.668, 3.721, 1.436)
C (2.015, 5.061, 2.730)
H (0.350, 6.275, 0.918)
H (-0.546, 4.728, 1.024)
H (-0.250, 5.486, -0.556)
H (1.887, 5.642, -1.564)
H (2.687, 6.303, -0.117)
H (3.340, 4.830, -0.899)
H (4.270, 4.610, 1.214)
H (4.015, 3.302, 2.388)
H (3.843, 2.959, 0.656)
H (0.956, 5.260, 2.929)
H (2.490, 4.654, 3.626)
H (2.517, 5.997, 2.458)

**Kohn-Sham gap (alpha / beta)**: 4.39 / 4.33 eV
**⟨S²⟩**: 3.771
**Charge**: -1
**2S+1**: 4
**Total energy**: -1299.9758 Ha
**LUMO (alpha / beta)**: 2.7352 / 2.7339 eV
**Highest occupied orbital energy (alpha / beta)**: -0.061 / -0.059 Ha

C24H42NP3RuS | wB97M-V/def2-TZVPD

Element x y z (Å)
Ru (0.232, 0.063, -0.224)
P (-0.634, 1.897, 0.831)
P (-2.104, -0.775, -0.298)
P (2.411, 0.783, -0.181)
H (1.304, -2.205, -5.803)
C (2.205, -2.044, -5.199)
C (2.556, -2.928, -4.256)
H (1.754, -3.561, -3.840)
C (-1.043, 3.249, -0.352)
C (-2.179, 1.822, 1.871)
C (0.316, 2.814, 2.120)
C (-2.752, -2.206, -1.261)
C (-2.751, -1.512, 1.300)
C (-3.268, 0.435, -1.062)
C (3.814, 0.108, -1.156)
C (3.114, 0.582, 1.502)
C (2.605, 2.568, -0.635)
H (2.788, -1.157, -5.423)
H (3.609, -3.113, -3.920)
H (-1.476, 4.106, 0.185)
H (-1.764, 2.891, -1.101)
H (-0.134, 3.582, -0.874)
H (-2.428, 2.835, 2.230)
H (-1.995, 1.180, 2.744)
H (-3.045, 1.425, 1.334)
H (-0.204, 3.754, 2.378)
H (1.326, 3.057, 1.789)
H (0.377, 2.187, 3.020)
H (-3.833, -2.306, -1.033)
H (-2.261, -3.140, -0.993)
H (-2.672, -2.075, -2.348)
H (-3.253, -0.806, 1.967)
H (-1.941, -2.003, 1.848)
H (-3.472, -2.300, 1.034)
H (-4.142, -0.104, -1.452)
H (-2.756, 0.885, -1.918)
H (-3.634, 1.241, -0.419)
H (4.682, 0.769, -1.015)
H (3.568, 0.071, -2.220)
H (4.063, -0.898, -0.803)
H (4.174, 0.878, 1.535)
H (3.042, -0.483, 1.767)
H (2.538, 1.185, 2.216)
H (3.639, 2.764, -0.965)
H (2.369, 3.198, 0.232)
H (1.913, 2.779, -1.466)
C (0.244, -1.445, -3.274)
C (0.680, -0.222, -3.856)
C (-0.311, 0.575, -4.430)
C (-1.561, -0.030, -4.569)
C (-1.746, -1.411, -4.519)
C (-0.801, -2.161, -3.811)
S (1.041, -2.012, -1.858)
H (-0.275, -1.587, -1.006)
H (1.738, -0.046, -3.841)
H (-0.178, 1.558, -4.869)
H (-2.420, 0.567, -4.823)
H (-2.630, -1.922, -4.966)
H (-0.872, -3.229, -3.523)
N (0.310, -0.599, 1.575)
C (0.215, -0.749, 2.741)
C (0.174, -0.706, 4.158)
C (-1.066, -0.704, 4.849)
C (-1.048, -0.603, 6.244)
C (0.175, -0.545, 6.924)
C (1.389, -0.527, 6.230)
C (1.406, -0.647, 4.838)
H (-1.964, -0.774, 4.223)
H (-1.987, -0.611, 6.783)
H (0.176, -0.496, 8.015)
H (2.304, -0.469, 6.816)
H (2.347, -0.694, 4.265)

**Energy above the lowest of the compared OMol25 structures with the same formula, charge and spin**: 41.30 kcal/mol
**Kohn-Sham gap (alpha / beta)**: 6.74 / 3.48 eV
**⟨S²⟩**: 6.058
**Charge**: +4
**2S+1**: 5
**Total energy**: -2509.8601 Ha
**LUMO (alpha / beta)**: -12.2344 / -16.0700 eV
**Highest occupied orbital energy (alpha / beta)**: -0.697 / -0.718 Ha

C2H3I | wB97M-V/def2-TZVPD

Element x y z (Å)
C (-0.909, 0.183, -0.361)
C (-0.289, -0.574, 0.523)
I (3.350, -0.176, -0.282)
H (-1.173, 1.218, 0.085)
H (-1.039, 0.045, -1.470)
H (0.061, -0.696, 1.506)

**Energy above the lowest of the compared OMol25 structures with the same formula, charge and spin**: 74.20 kcal/mol
**Kohn-Sham gap (alpha / beta)**: 10.06 / 5.66 eV
**2S+1**: 1
**Total energy**: -375.5454 Ha
**LUMO (alpha / beta)**: -0.0773 / -3.0845 eV
**Highest occupied orbital energy (alpha / beta)**: -0.372 / -0.321 Ha

C32H46F5NO18PS | wB97M-V/def2-TZVPD

Element x y z (Å)
C (0.303, -3.809, -2.778)
C (-1.043, -3.045, -2.971)
C (-1.512, -2.429, -1.609)
C (-1.155, -0.972, -1.463)
C (0.064, -0.567, -1.884)
N (0.502, 0.689, -1.754)
C (1.864, 0.931, -2.308)
C (1.937, 1.993, -3.432)
C (2.524, 1.350, -4.712)
C (2.290, 2.279, -5.904)
O (2.945, 3.530, -5.678)
C (-0.254, 1.627, -1.177)
C (0.245, 3.044, -0.975)
C (1.602, 3.182, -0.228)
C (1.734, 2.279, 1.011)
C (3.157, 1.828, 1.332)
F (3.617, 2.467, 2.430)
F (4.051, 2.066, 0.346)
C (3.244, 0.312, 1.641)
F (3.035, -0.398, 0.523)
F (4.489, 0.027, 2.029)
F (2.415, -0.042, 2.616)
C (-1.526, 1.296, -0.754)
S (-2.602, 2.574, -0.035)
C (-1.963, 2.889, 1.604)
O (-2.578, 3.756, -0.850)
O (-3.953, 2.141, 0.131)
C (-1.969, 0.000, -0.881)
C (-3.323, -0.463, -0.362)
O (-3.511, -0.336, 0.832)
O (-4.262, -1.074, -1.136)
P (-4.777, -0.307, -2.600)
C (-3.774, -1.171, -3.889)
O (-4.256, 1.257, -2.643)
H (0.728, -3.613, -1.789)
H (0.119, -4.873, -2.869)
H (1.032, -3.448, -3.507)
H (-1.807, -3.766, -3.246)
H (-0.977, -2.286, -3.749)
H (-1.043, -2.955, -0.773)
H (-2.577, -2.623, -1.520)
H (0.709, -1.302, -2.343)
H (2.522, 1.159, -1.473)
H (2.251, 0.003, -2.719)
H (2.658, 2.749, -3.112)
H (0.997, 2.509, -3.631)
H (3.581, 1.108, -4.590)
H (1.995, 0.394, -4.823)
H (1.212, 2.433, -6.013)
H (2.736, 1.880, -6.814)
H (2.299, 4.130, -5.297)
H (-0.468, 3.682, -0.471)
H (0.384, 3.490, -1.961)
H (1.675, 4.217, 0.105)
H (2.402, 3.064, -0.952)
H (1.082, 1.400, 0.994)
H (1.406, 2.864, 1.874)
H (-2.361, 3.824, 1.992)
H (-2.364, 2.085, 2.224)
H (-0.878, 2.818, 1.652)
H (-4.245, -1.084, -4.865)
H (-2.715, -0.893, -3.883)
H (-3.815, -2.226, -3.601)
H (-3.422, 1.270, -3.138)
C (1.145, -6.251, -7.573)
C (1.947, -5.158, -6.907)
O (0.974, -4.538, -6.056)
C (0.002, -5.453, -5.806)
O (-0.863, -5.313, -5.002)
O (0.147, -6.542, -6.589)
H (1.736, -7.135, -7.797)
H (0.651, -5.913, -8.486)
H (2.757, -5.550, -6.289)
H (2.356, -4.442, -7.615)
C (3.250, -3.246, 2.790)
C (2.853, -3.513, 4.224)
O (2.304, -4.828, 4.152)
C (2.835, -5.444, 3.060)
O (2.713, -6.593, 2.809)
O (3.525, -4.553, 2.293)
H (4.129, -2.610, 2.708)
H (2.437, -2.810, 2.204)
H (3.709, -3.522, 4.901)
H (2.115, -2.806, 4.597)
C (0.155, 0.847, 5.161)
C (-0.339, 1.313, 6.510)
O (-0.470, 2.728, 6.319)
C (-0.629, 2.954, 5.001)
O (-0.932, 4.000, 4.522)
O (-0.401, 1.828, 4.276)
H (-0.194, -0.150, 4.903)
H (1.244, 0.875, 5.078)
H (-1.317, 0.901, 6.767)
H (0.357, 1.094, 7.315)
C (-3.186, 3.729, 7.544)
C (-4.411, 4.490, 7.993)
O (-5.046, 3.562, 8.877)
C (-4.098, 2.709, 9.338)
O (-4.260, 1.925, 10.212)
O (-2.929, 2.873, 8.658)
H (-2.333, 4.372, 7.349)
H (-3.374, 3.110, 6.663)
H (-4.161, 5.394, 8.551)
H (-5.072, 4.753, 7.171)

**Kohn-Sham gap**: 7.23 eV
**Charge**: +1
**2S+1**: 1
**Total energy**: -3894.7036 Ha
**LUMO**: -4.4291 eV
**Highest occupied orbital energy**: -0.429 Ha